{"formula": "C39H35F6N4P2PtSSb", "method": "ωB97M-V/def2-TZVPD", "lumo_ev": [-10.21, -10.20], "molar_mass_g_mol": 1084.6, "energy_ev": -102447.73057, "homo_energy_ev": [-16.12, -16.12], "total_charge": 3, "e_above_lowest_kcal_mol": 117.7, "multiplicity": 2, "elements": ["Pt", "N", "C", "S", "N", "N", "C", "C", "C", "C", "C", "C", "C", "C", "C", "C", "C", "C", "N", "H", "H", "H", "H", "H", "H", "H", "H", "H", "H", "H", "C", "C", "P", "C", "C", "C", "C", "C", "C", "C", "C", "C", "C", "C", "C", "P", "C", "C", "C", "C", "C", "C", "C", "C", "C", "C", "C", "C", "H", "H", "H", "H", "H", "H", "H", "H", "H", "H", "H", "H", "H", "H", "H", "H", "H", "H", "H", "H", "H", "H", "H", "H", "F", "Sb", "F", "F", "F", "F", "F"], "xyz": [[-0.0498, 0.0398, 0.4655], [-0.3463, -2.9706, 3.5648], [-0.5955, -1.8768, 2.8302], [0.8633, -0.9715, 2.2887], [-1.7655, -1.4299, 2.5828], [-1.6980, -0.3095, 1.7556], [-2.5682, 0.6266, 1.9442], [-3.5893, 0.6206, 3.0059], [-4.4790, -0.4440, 3.1559], [-5.4753, -0.3726, 4.1144], [-5.5627, 0.7322, 4.9512], [-4.6593, 1.7786, 4.8256], [-3.6821, 1.7334, 3.8460], [-2.5017, 1.7051, 0.9528], [-3.4724, 2.6752, 0.8671], [-3.4679, 3.5594, -0.2087], [-2.5242, 3.3849, -1.1914], [-1.5793, 2.3789, -1.0503], [-1.5224, 1.5782, 0.0141], [0.5886, -3.2214, 3.8378], [-1.1198, -3.4221, 4.0305], [-4.4154, -1.3033, 2.5042], [-6.1902, -1.1789, 4.2048], [-6.3343, 0.7757, 5.7081], [-4.7149, 2.6297, 5.4902], [-2.9629, 2.5408, 3.7675], [-4.2477, 2.7176, 1.6168], [-4.2217, 4.3318, -0.2850], [-2.5057, 3.9980, -2.0816], [-0.8834, 2.1981, -1.8412], [2.4395, 0.1303, -1.8107], [2.7775, -1.0957, -1.0152], [1.3001, -1.8258, -0.2742], [0.2304, -2.4851, -1.6021], [-1.1284, -2.3194, -1.4555], [-2.1628, -2.3354, -2.4576], [-0.8518, -3.8513, -4.3158], [0.3743, -3.6330, -3.8849], [0.9037, -3.0619, -2.6854], [1.9677, -3.2390, 0.5868], [1.3476, -4.4818, 0.4344], [1.9111, -5.6075, 1.0198], [3.0747, -5.4918, 1.7635], [3.6807, -4.2489, 1.9408], [3.1262, -3.1207, 1.3703], [1.6230, 1.3070, -0.7139], [2.8207, 1.8046, 0.5281], [4.0860, 2.2034, 0.0744], [5.0568, 2.5856, 0.9819], [4.7768, 2.5811, 2.3448], [3.5195, 2.2134, 2.7991], [2.5391, 1.8268, 1.8942], [1.3613, 2.7162, -1.7778], [1.5925, 3.9933, -1.2558], [1.5266, 5.0963, -2.0930], [1.1990, 4.9322, -3.4318], [0.9408, 3.6649, -3.9470], [1.0138, 2.5538, -3.1276], [1.7607, -0.0931, -2.6365], [3.3279, 0.6021, -2.2331], [3.4475, -0.8527, -0.1854], [3.2804, -1.8641, -1.6027], [-1.5203, -1.9186, -0.5244], [-3.1652, -2.5424, -2.0942], [-1.2576, -4.2238, -5.2417], [1.1025, -3.9485, -4.6276], [1.9827, -3.0987, -2.6356], [0.4409, -4.5808, -0.1478], [1.4436, -6.5740, 0.8882], [3.5147, -6.3719, 2.2136], [4.5864, -4.1654, 2.5265], [3.5963, -2.1598, 1.5395], [4.3108, 2.2297, -0.9857], [6.0300, 2.8983, 0.6280], [5.5422, 2.8732, 3.0517], [3.2979, 2.2336, 3.8578], [1.5546, 1.5757, 2.2616], [1.8404, 4.1261, -0.2107], [1.7342, 6.0824, -1.6999], [1.1406, 5.7968, -4.0799], [0.6810, 3.5425, -4.9900], [0.7935, 1.5790, -3.5389], [-0.8292, 0.2474, -2.3305], [-2.2192, -0.4064, -3.5556], [-0.7040, -0.9222, -4.5602], [-1.9987, -3.5645, -3.4670], [-3.4105, -1.1636, -4.7593], [-3.3805, 0.0425, -2.1434], [-2.2870, 1.3057, -4.2728]], "forces_ev_per_a": [[-0.8516, 1.0692, -0.3499], [-0.1499, 0.2216, -0.1258], [0.4125, -0.2436, 0.2114], [0.5223, 0.0239, 0.5842], [0.1314, 0.1765, -0.3660], [-0.0453, -0.9481, 0.0571], [-0.1810, 0.1474, 0.1166], [0.0351, -0.0311, -0.1013], [-0.0773, 0.0384, -0.0794], [0.0170, -0.0172, -0.0532], [-0.0019, 0.0019, 0.0273], [0.0542, -0.0032, 0.0249], [0.0908, 0.0227, 0.0763], [-0.0714, -0.0359, -0.0068], [-0.0491, -0.0074, 0.0257], [-0.0787, 0.0479, -0.0274], [-0.0374, 0.0463, -0.0161], [-0.0150, 0.1182, 0.1191], [0.0536, 0.2051, -0.1020], [0.0179, -0.0342, -0.0685], [0.0223, 0.0332, 0.1154], [0.0105, -0.0236, -0.0003], [0.0213, -0.0121, 0.0212], [-0.0095, 0.0053, -0.0148], [-0.0007, -0.0026, -0.0023], [-0.0600, 0.0348, -0.0511], [-0.0003, -0.0098, 0.0073], [0.0079, -0.0005, 0.0094], [0.0076, -0.0286, -0.0093], [0.0395, 0.1486, 0.0803], [0.0587, 0.0290, -0.2563], [0.1404, 0.0211, 0.0591], [-0.1192, -0.1447, -0.1719], [-0.0250, 0.1504, -0.0892], [-0.0883, -0.1363, -0.1043], [0.1061, 0.5409, 0.3072], [-0.3707, 0.0113, 0.0355], [0.2798, 0.0611, 0.0442], [-0.1009, -0.0237, -0.0481], [-0.3250, -0.2195, 0.2390], [0.0491, 0.0121, 0.0110], [-0.0131, -0.0023, -0.0080], [-0.0033, -0.0235, 0.0092], [-0.0056, 0.0153, -0.0036], [0.0199, -0.0534, -0.0882], [0.3300, -0.3900, 0.1228], [0.1216, -0.0406, 0.0695], [-0.0463, -0.0438, -0.0154], [0.0064, 0.0157, 0.0073], [0.0129, -0.0150, 0.0010], [-0.0261, -0.0127, -0.0238], [0.0749, 0.1285, -0.0594], [-0.2786, 0.1874, 0.1297], [-0.0756, 0.0008, -0.0462], [-0.0404, -0.0120, 0.0440], [-0.0084, 0.0099, -0.0150], [-0.0343, -0.0092, -0.0029], [0.1724, 0.0642, 0.0022], [-0.0287, -0.0136, 0.0044], [0.0054, -0.0134, 0.0261], [0.0204, -0.0140, 0.0058], [-0.0146, -0.0702, 0.0418], [-0.0398, -0.0792, 0.0518], [-0.0042, -0.2433, -0.1276], [0.0359, -0.0164, -0.0080], [0.0106, 0.0287, 0.0145], [0.0170, -0.0281, -0.0252], [0.0080, -0.0191, 0.0093], [-0.0065, 0.0133, 0.0062], [0.0061, 0.0035, -0.0041], [-0.0069, -0.0019, -0.0029], [-0.0001, -0.0147, -0.0069], [0.0123, 0.0191, 0.0118], [0.0035, -0.0242, 0.0010], [-0.0151, 0.0238, -0.0081], [-0.0090, 0.0076, -0.0090], [-0.0091, 0.0315, 0.0163], [0.0429, 0.0015, -0.0032], [-0.0217, -0.0041, 0.0021], [0.0227, -0.0082, -0.0069], [0.0023, 0.0091, 0.0077], [-0.0028, -0.0123, -0.0206], [0.2087, -0.4347, -0.0353], [0.7916, 0.1751, -0.0505], [0.0818, -0.1850, -0.2242], [0.0785, -0.2118, -0.0439], [-0.3461, -0.1231, -0.1296], [-0.4489, 0.0403, 0.2679], [-0.0206, 0.0995, -0.0120]]}